Record 1
Computed, not measured: a molecular structure, C3H8N3 in a non-equilibrium geometry, with ωB97M-V with the def2-TZVPD basis set.

Geometry as ORCA input:
```
! wB97M-V def2-TZVPD RIJCOSX def2/J DEFGRID3
* xyz 1 1
C -0.41387 1.29586 0.10472
C -1.70098 -0.51190 -0.16634
C 1.88343 0.36800 -0.12223
N -1.59416 0.91207 -0.10549
N 0.58011 0.43898 0.42918
N -0.44190 -1.10647 0.32485
H -0.17480 2.35101 0.10916
H -2.54259 -0.81949 0.46045
H -1.89353 -0.80197 -1.20677
H 2.63119 0.30801 0.67207
H 2.00954 -0.49929 -0.77483
H 2.07713 1.23893 -0.75422
H -0.44087 -1.38805 1.30707
H 0.02130 -1.78568 -0.27761
*
```

Properties
- Energy relative to the best compared isomer or geometry (same formula, charge and spin): 3.823 eV
- Molecular weight: 86.12 g mol⁻¹

Mulliken atomic charge list, values in e, 6 entries: number 1, C, carries 0.082; number 2, C, carries -0.369; number 3, C, carries -0.672; number 4, N, carries -0.412; number 5, N, carries -0.042; number 6, N, carries -0.272



Record 2
Computed, not measured: 2 unconnected molecules or ions with the total composition C3H8N3 in a non-equilibrium geometry, with ωB97M-V with the def2-TZVPD basis set.

Geometry as ORCA input:
```
! wB97M-V def2-TZVPD RIJCOSX def2/J DEFGRID3
* xyz 1 1
C -1.98429 0.27184 0.35214
C -1.29944 -0.81842 -0.43721
C 0.83123 1.13402 -0.34296
N 1.59298 -0.00111 -0.51533
N 2.15128 -0.57209 0.39217
N -0.56408 -0.14588 0.51818
H -2.08309 1.25075 -0.15539
H -2.68051 -0.05169 1.22310
H -1.32528 -1.81715 -0.19027
H -0.91633 -0.78214 -1.54614
H 0.98094 1.89824 0.43367
H 0.71272 1.51706 -1.31932
H 1.98934 -0.39756 1.35938
H 2.59453 -1.48588 0.22799
*
```

Properties
- Energy relative to the best compared isomer or geometry (same formula, charge and spin): 7.048 eV
- Molecular weight: 86.12 g mol⁻¹

Mulliken atomic charge list, values in e, 6 entries: number 1, C, carries -0.153; number 2, C, carries -0.393; number 3, C, carries -0.340; number 4, N, carries -0.113; number 5, N, carries -0.023; number 6, N, carries -0.207



Record 3
Computed, not measured: 2 unconnected molecules or ions with the total composition C3H8N3O in a non-equilibrium geometry, with ωB97M-V with the def2-TZVPD basis set.

Geometry as ORCA input:
```
! wB97M-V def2-TZVPD RIJCOSX def2/J DEFGRID3
* xyz 1 1
C -1.17597 -1.67701 0.57616
C 0.80958 -1.10853 0.74928
C -0.46517 -0.35738 0.63646
N -0.94116 0.77363 0.64302
N 0.90456 2.74307 -1.51555
N 0.08421 -2.38850 0.74785
O -1.53692 1.75031 0.67220
H -1.87106 -1.86565 1.46187
H -1.77735 -1.75563 -0.34037
H 1.49398 -0.74968 -0.07518
H 1.28718 -1.03670 1.82563
H 0.22492 2.35399 -2.16939
H 0.71622 3.63303 -1.21562
H 0.55563 -3.06515 0.14935
H 1.69135 2.75022 -2.14571
*
```

Properties
- Energy relative to the best compared isomer or geometry (same formula, charge and spin): 6.677 eV
- Molecular weight: 102.12 g mol⁻¹

Mulliken atomic charge list, values in e, 6 entries: number 1, C, carries -0.347; number 2, C, carries -0.248; number 3, C, carries 0.176; number 4, N, carries 0.564; number 5, N, carries -0.670; number 6, N, carries -0.344



Record 4
Computed, not measured: a gas-phase ion, C3H8N3O (charge +1) in a non-equilibrium geometry, with ωB97M-V with the def2-TZVPD basis set.

Geometry as ORCA input:
```
! wB97M-V def2-TZVPD RIJCOSX def2/J DEFGRID3
* xyz 1 1
N -1.04984 -0.66089 0.73657
N -0.44483 -0.18046 -0.51328
C -0.00608 1.17702 -0.43872
N 1.30297 1.11695 0.24082
C 1.91146 -0.07065 -0.02685
O 3.02692 -0.37741 0.33448
C 0.89794 -0.99863 -0.72654
H -0.42375 -1.03431 1.58788
H -1.54696 -1.48517 0.46462
H -1.88594 -0.18772 1.00751
H -0.81845 1.86865 -0.07358
H 0.19953 1.55278 -1.44303
H 1.86530 1.94091 0.50927
H 1.01916 -0.84246 -1.75419
H 0.81245 -2.04605 -0.47433
*
```

Properties
- Energy relative to the best compared isomer or geometry (same formula, charge and spin): 2.719 eV
- Structure (SMILES): [NH3+]N1CNC(=O)C1
- Molecular weight: 102.12 g mol⁻¹

Mulliken atomic charge list, values in e, 6 entries: number 1, N, carries -0.294; number 2, N, carries -0.199; number 3, C, carries -0.430; number 4, N, carries -0.209; number 5, C, carries 0.497; number 6, O, carries -0.550



Record 5
Computed, not measured: a gas-phase ion, C3H8N3O (charge +1) in a non-equilibrium geometry, with ωB97M-V with the def2-TZVPD basis set.

Geometry as ORCA input:
```
! wB97M-V def2-TZVPD RIJCOSX def2/J DEFGRID3
* xyz 1 1
C -1.71247 -0.66963 0.18909
N -0.26412 -0.51437 0.08597
C 0.63013 -1.38169 -0.16580
N 1.90641 -0.83094 -0.17480
O 1.94036 0.47882 0.23606
C 0.33407 0.84540 0.39909
N -0.12187 1.86486 -0.37595
H -2.20983 -1.13717 -0.76731
H -2.07413 -1.22650 1.12844
H -1.97246 0.44521 0.11251
H 0.34439 -2.44990 -0.43260
H 2.83725 -1.14124 -0.31399
H 0.30041 1.12479 1.41315
H 0.07599 2.82434 0.07354
H -0.01414 1.76801 -1.40740
*
```

Properties
- Energy relative to the best compared isomer or geometry (same formula, charge and spin): 3.330 eV
- Structure (SMILES): CN1C=[NH+]O[C@H]1N
- Molecular weight: 102.12 g mol⁻¹

Mulliken atomic charge list, values in e, 6 entries: number 1, C, carries -0.820; number 2, N, carries 0.108; number 3, C, carries 0.019; number 4, N, carries 0.015; number 5, O, carries -0.333; number 6, C, carries -0.205



Record 6
Computed, not measured: 2 unconnected molecules or ions with the total composition C3H8N3O in a non-equilibrium geometry, with ωB97M-V with the def2-TZVPD basis set.

Geometry as ORCA input:
```
! wB97M-V def2-TZVPD RIJCOSX def2/J DEFGRID3
* xyz 1 1
C -0.55817 -2.09489 0.64513
C 0.26853 1.92186 -0.56081
C 1.14200 3.11743 -0.51729
N -1.01682 -3.10482 -0.09844
N -0.24996 -0.92882 0.13200
N 0.58188 2.55978 0.63688
O -0.52320 -2.31822 1.92991
H -0.76189 2.22969 -0.96178
H 0.64655 0.94136 -0.70333
H 2.19517 3.25629 -0.54601
H 0.60040 4.12271 -0.76802
H -1.25507 -3.01993 -1.08293
H -1.11920 -4.05350 0.31552
H -0.01750 -0.89029 -0.82320
H 0.06730 -1.73865 2.40237
*
```

Properties
- Energy relative to the best compared isomer or geometry (same formula, charge and spin): 6.458 eV
- Molecular weight: 102.12 g mol⁻¹

Mulliken atomic charge list, values in e, 6 entries: number 1, C, carries 0.637; number 2, C, carries -0.152; number 3, C, carries -0.282; number 4, N, carries -0.298; number 5, N, carries -0.351; number 6, N, carries -0.275



Record 7
Computed, not measured: a molecular structure, C3H8N3O in a non-equilibrium geometry, with ωB97M-V with the def2-TZVPD basis set.

Geometry as ORCA input:
```
! wB97M-V def2-TZVPD RIJCOSX def2/J DEFGRID3
* xyz 1 1
C -0.86562 -0.46748 -1.00315
C -0.10141 -1.33197 -0.06202
C -0.83882 0.71859 0.93140
N -0.99059 0.80737 -0.41354
N 0.66675 -0.40873 0.80950
N 1.62645 0.41728 0.12210
O -1.28981 -0.75831 -2.08447
H -0.75720 -1.85049 0.52809
H 0.49989 -2.05692 -0.65161
H -0.61825 1.65164 1.42522
H -1.30990 -0.04083 1.53445
H -1.44317 1.56350 -1.04291
H 1.02539 0.93812 -0.68110
H 2.29816 -0.30507 -0.27694
H 2.09814 1.12331 0.86499
*
```

Properties
- Energy relative to the best compared isomer or geometry (same formula, charge and spin): 3.863 eV
- Molecular weight: 102.12 g mol⁻¹

Mulliken atomic charge list, values in e, 6 entries: number 1, C, carries 0.630; number 2, C, carries -0.576; number 3, C, carries -0.340; number 4, N, carries -0.299; number 5, N, carries -0.545; number 6, N, carries -0.161



Record 8
Computed, not measured: a gas-phase ion, C3H8N3O (charge +1) in a non-equilibrium geometry, with ωB97M-V with the def2-TZVPD basis set.

Geometry as ORCA input:
```
! wB97M-V def2-TZVPD RIJCOSX def2/J DEFGRID3
* xyz 1 1
N 1.60963 -1.38681 0.19169
C 1.21186 -0.11088 0.33953
N 0.41672 0.43017 -0.95564
C -0.78296 0.26261 -0.61022
N -1.96390 0.37876 -1.23966
C -0.25044 -0.04342 0.97132
O -0.42349 1.13262 1.66257
H 2.35823 -1.67002 -0.42842
H 0.84356 -2.08783 0.28623
H 1.85274 0.73083 0.51880
H 0.86140 0.78266 -1.82616
H -2.81848 0.50730 -0.72606
H -2.11254 0.69866 -2.18245
H -0.75384 -0.87196 1.44170
H -0.04851 1.24732 2.55676
*
```

Properties
- Energy relative to the best compared isomer or geometry (same formula, charge and spin): 1.942 eV
- Structure (SMILES): N[C@H]1NC(=[NH2+])[C@@H]1O
- Molecular weight: 102.12 g mol⁻¹

Mulliken atomic charge list, values in e, 6 entries: number 1, N, carries -0.470; number 2, C, carries 0.010; number 3, N, carries -0.111; number 4, C, carries 0.263; number 5, N, carries -0.384; number 6, C, carries -0.220



Record 9
Computed, not measured: 2 unconnected molecules or ions with the total composition C3H8N3O2 in a non-equilibrium geometry, with ωB97M-V with the def2-TZVPD basis set.

Geometry as ORCA input:
```
! wB97M-V def2-TZVPD RIJCOSX def2/J DEFGRID3
* xyz 1 3
C -2.48225 -2.35813 0.53647
C -1.37006 -1.93838 -0.03896
C 1.23919 1.34989 -0.08514
N -0.58116 -1.52945 -0.78638
N -2.93599 -1.79551 1.59988
N 1.24577 -0.07693 0.25943
O -2.07475 -0.81203 1.98245
O -3.88324 -2.03601 2.31268
H -2.90605 -3.36300 0.46371
H 1.96303 1.48560 -0.82934
H 0.34954 1.89557 -0.35143
H 1.76577 1.83400 0.70395
H 0.52953 -0.64812 -0.44754
H 2.23981 -0.21562 0.27937
H -2.27732 -0.32300 2.78242
H 0.92057 -0.24991 1.21810
*
```

Properties
- Energy relative to the best compared isomer or geometry (same formula, charge and spin): 2.197 eV
- Molecular weight: 118.12 g mol⁻¹

Mulliken atomic charge list, values in e, 6 entries: number 1, C, carries -0.472; number 2, C, carries 0.582; number 3, C, carries -0.993; number 4, N, carries -0.481; number 5, N, carries 0.735; number 6, N, carries -0.300



Record 10
Computed, not measured: a molecular structure, C3H8N3S2 in a non-equilibrium geometry, with ωB97M-V with the def2-TZVPD basis set.

Geometry as ORCA input:
```
! wB97M-V def2-TZVPD RIJCOSX def2/J DEFGRID3
* xyz 1 3
C 1.91724 -0.24264 -0.17322
C -0.43271 1.12110 0.23616
C -0.58032 -1.54561 1.20184
N 0.85491 -0.91062 -0.55066
N -0.44336 -0.76578 -0.03451
N -0.90016 1.65702 -1.09666
S 3.49750 -0.55384 -0.39827
S 1.31353 1.37817 0.40214
H -0.94786 1.13857 1.18029
H -0.61500 -2.51874 0.93996
H 0.03583 -1.25438 2.04200
H -1.63779 -1.25486 1.64720
H 1.13507 -1.64854 -1.18707
H -1.41485 1.01546 -1.66904
H -0.08547 2.01250 -1.46884
H -1.69654 2.37219 -1.07132
*
```

Properties
- Energy relative to the best compared isomer or geometry (same formula, charge and spin): 1.481 eV
- Molecular weight: 150.25 g mol⁻¹

Mulliken atomic charge list, values in e, 6 entries: number 1, C, carries 0.381; number 2, C, carries -0.378; number 3, C, carries -0.862; number 4, N, carries -0.059; number 5, N, carries -0.475; number 6, N, carries -0.196



molecular weight of number 4 (C3H8N3O)? 102.12 g mol⁻¹



The lowest energy relative to the best compared isomer or geometry (same formula, charge and spin) belongs to which entry? C3H8N3S2